Record 1
Below is a structure of composition HN2O5S, with properties calculated with the ωB97M-V functional and the def2-TZVPD basis.

Last column: natural (NBO) charge in e.
Atoms and positions in Å:
N (-0.301902, -0.059271, 0.662356)  -0.1734
N (-1.595736, -0.140438, 0.945819)  0.2213
O (0.444995, 0.806564, 1.346569)  -0.5373
O (-2.250437, -0.907256, 0.211241)  -0.4597
O (1.184668, 1.062554, -0.987887)  -1.0039
O (1.588392, 2.939073, 0.564055)  -0.9732
O (-0.656850, 2.369611, -0.154256)  -0.9942
S (0.680310, 1.913904, 0.073571)  2.5146
H (0.334042, -0.151277, -0.169088)  0.4058

Forces on atoms 1 to 2 (eV/Å):
-0.9809 -2.8307 0.0526
0.3558 -0.8415 -1.2031

Calculated values
- total charge = -1
- energy above the lowest of the compared OMol25 structures with the same formula, charge and spin (kJ/mol) = 176.6

***

Record 2
Below is a structure of composition C34H37CuGeNOS, with properties calculated with the ωB97M-V functional and the def2-TZVPD basis.

Last column: Löwdin charge in e.
Atoms and positions in Å:
Cu (0.562182, -0.178192, 0.466336)  0.1890
C (-0.497867, 2.936500, 2.409962)  -0.0244
C (-0.206797, 1.457018, 2.337473)  -0.1832
C (-1.256298, 0.524105, 2.438662)  -0.1932
C (-2.689821, 1.000336, 2.475696)  -0.0291
C (-0.988984, -0.847430, 2.451594)  -0.1741
C (-2.123392, -1.814002, 2.684518)  -0.0154
C (0.344104, -1.321283, 2.312241)  -0.2110
C (0.649992, -2.800982, 2.354457)  -0.0271
C (1.425048, -0.382105, 2.272541)  -0.2510
C (2.867336, -0.847457, 2.354305)  -0.0133
C (1.128159, 1.020791, 2.228492)  -0.2200
C (2.263215, 2.010319, 2.115384)  -0.0308
H (-0.633726, 3.381612, 1.419454)  0.1008
H (0.311401, 3.472316, 2.899703)  0.0811
H (-1.403382, 3.129400, 2.978681)  0.0792
H (-3.044164, 1.166428, 3.497690)  0.1035
H (-3.357905, 0.272613, 2.016622)  0.0756
H (-2.810634, 1.936710, 1.935284)  0.0783
H (-2.663458, -2.045207, 1.764654)  0.0641
H (-2.843229, -1.393526, 3.385609)  0.0911
H (-1.775812, -2.753392, 3.106022)  0.0822
H (0.822371, -3.141395, 3.379370)  0.1054
H (1.540246, -3.042668, 1.774724)  0.0827
H (-0.172101, -3.383378, 1.943046)  0.0650
H (3.323506, -0.982880, 1.370580)  0.0932
H (2.940646, -1.790056, 2.892554)  0.0817
H (3.470574, -0.118541, 2.892576)  0.0860
H (2.663243, 2.268568, 3.100470)  0.1048
H (1.937905, 2.931761, 1.638717)  0.0801
H (3.075345, 1.606166, 1.514406)  0.0761
O (2.295969, 0.352959, -0.807995)  -0.1526
N (1.946439, 0.844799, -1.968382)  -0.1925
C (2.941359, 1.302412, -2.762462)  0.0118
C (2.678364, 1.872750, -3.981527)  -0.0231
C (1.367583, 1.997515, -4.414460)  -0.0376
C (0.358162, 1.517440, -3.604492)  -0.0662
C (0.649057, 0.911933, -2.389521)  -0.4864
S (-0.618963, 0.290301, -1.313383)  0.8577
H (3.922650, 1.182284, -2.331470)  0.1463
H (3.510150, 2.224546, -4.575246)  0.1225
H (1.137267, 2.465547, -5.361364)  0.1213
H (-0.679877, 1.602248, -3.893468)  0.1122
C (-2.049754, -1.061208, -3.975843)  -0.2082
Ge (-1.199308, -1.718744, -2.380177)  0.8127
C (-2.434087, -2.502843, -1.154936)  -0.3243
C (-3.736813, -2.013581, -1.015251)  -0.1009
C (-4.654886, -2.674139, -0.208537)  -0.0746
C (-4.276372, -3.835309, 0.456412)  -0.0764
C (-2.985991, -4.330502, 0.322980)  -0.0802
C (-2.062980, -3.666693, -0.478005)  -0.1085
C (0.329793, -2.839382, -2.682404)  -0.2415
C (1.538700, -2.564932, -2.103417)  -0.0985
C (2.686944, -3.349040, -2.373897)  -0.0583
C (2.600808, -4.396947, -3.235007)  -0.0190
C (1.360790, -4.746715, -3.833352)  -0.1580
C (1.265706, -5.871726, -4.692545)  -0.0261
C (0.067999, -6.247042, -5.221875)  -0.0651
C (-1.100864, -5.517317, -4.902566)  -0.0610
C (-1.033923, -4.421675, -4.091323)  -0.0476
C (0.204161, -3.982861, -3.545410)  -0.1672
H (-2.589314, -1.857949, -4.485243)  0.0311
H (-1.297736, -0.666717, -4.658806)  0.0282
H (-2.750828, -0.268612, -3.712039)  0.0305
H (-4.048548, -1.118502, -1.543883)  0.1036
H (-5.663953, -2.294211, -0.109440)  0.1102
H (-4.993649, -4.356938, 1.077260)  0.1117
H (-2.701333, -5.240691, 0.835406)  0.1125
H (-1.062949, -4.071181, -0.596163)  0.1051
H (1.650577, -1.724086, -1.432592)  0.0573
H (3.628327, -3.099776, -1.900626)  0.1093
H (3.476220, -4.992668, -3.466976)  0.1192
H (2.165225, -6.435551, -4.912047)  0.1175
H (0.006245, -7.109206, -5.873118)  0.1094
H (-2.056515, -5.838601, -5.296463)  0.1099
H (-1.954855, -3.907737, -3.840072)  0.0867

Forces on atoms 1 to 2 (eV/Å):
0.2052 -0.0653 -0.8455
-0.0245 -0.0082 -0.0298

Calculated values
- total charge = +1
- electronic energy (Eh) = -5563.207902